Record 1
C25H32N4NaO2P as an isolated structure. Source: the OMol25 dataset; level of theory: wB97M-V/def2-TZVPD.

Results
Strongest force on any atom in eV/Å: 0.43

```
65
C25H32N4NaO2P, DFT wB97M-V/def2-TZVPD
Na -1.10033 0.82592 1.79361
N 0.30355 2.77239 1.83623
C 1.26518 2.81002 2.92904
C 2.36050 1.77809 2.71402
N 1.91463 0.38107 2.74904
C 1.61998 -0.06063 4.11430
C 0.37261 -0.92939 4.24677
N -0.84521 -0.14785 4.01276
C 2.95149 -0.45790 2.13204
C 2.54635 -1.90601 1.91921
N 1.47628 -1.97482 0.93462
H 0.74901 2.95501 0.94472
H -0.45550 3.43723 1.94272
H 0.72848 2.60330 3.85890
H 1.75212 3.78459 3.05549
H 3.16486 1.94879 3.44787
H 2.79584 1.95834 1.72791
H 1.47522 0.81419 4.75496
H 2.47347 -0.61238 4.53170
H 0.39179 -1.38382 5.24501
H 0.40133 -1.73820 3.51736
H -0.94444 0.57809 4.71384
H -1.66958 -0.73382 4.07856
H 3.87202 -0.43122 2.73893
H 3.17747 -0.03799 1.15013
H 2.30366 -2.36906 2.88580
H 3.41738 -2.44149 1.53547
H 0.77953 -1.26169 1.11303
H 1.02147 -2.87683 0.89570
O -2.72983 2.53260 1.04009
C -2.83796 1.54826 0.27695
O -2.89765 0.33392 0.61237
C -2.78682 1.79672 -1.21588
C -3.66427 2.70122 -1.80419
C -3.63935 2.91402 -3.17138
C -2.70726 2.24657 -3.95713
C -1.80880 1.36948 -3.37149
C -1.84347 1.12181 -1.99860
P -0.67127 -0.00978 -1.14287
C -1.44187 -1.65487 -1.42445
C -1.86444 -2.07576 -2.68385
C -2.44660 -3.32214 -2.85386
C -2.61559 -4.16639 -1.76401
C -2.20741 -3.75527 -0.50445
C -1.62852 -2.50377 -0.33985
C 0.74471 -0.04117 -2.30811
C 1.35430 1.18288 -2.59926
C 2.50840 1.24083 -3.36428
C 3.08312 0.06852 -3.83866
C 2.49748 -1.15185 -3.54122
C 1.33688 -1.20835 -2.77943
H -4.36140 3.23377 -1.16955
H -4.33835 3.60597 -3.62440
H -2.67283 2.41567 -5.02606
H -1.06389 0.88378 -3.99016
H -1.73958 -1.42116 -3.53830
H -2.77285 -3.63273 -3.83847
H -3.07360 -5.13870 -1.89482
H -2.35148 -4.40082 0.35275
H -1.34514 -2.16672 0.65078
H 0.90206 2.09766 -2.23042
H 2.95750 2.19958 -3.59157
H 3.98632 0.10902 -4.43442
H 2.94637 -2.06839 -3.90324
H 0.89392 -2.16830 -2.54830
```

Calculated atomic charges, method Löwdin, unit e: Na 0.295; N 0.007; C -0.252; C -0.202; N -0.152; C -0.191; C -0.243; N 0.007; C -0.202; C -0.270; N 0.027; H 0.087; H 0.083; H 0.101; H 0.113; H 0.127; H 0.119; H 0.113; H 0.123; H 0.114; H 0.094; H 0.086; H 0.090; H 0.124; H 0.122; H 0.095; H 0.113; H 0.013; H 0.067; O -0.015; C -0.704; O -0.079; C -0.139; C -0.022; C -0.079; C -0.084; C -0.099; C -0.285; P 1.140; C -0.353; C -0.085; C -0.078; C -0.089; C -0.081; C -0.112; C -0.378; C -0.118; C -0.090; C -0.098; C -0.085; C -0.088; H 0.119; H 0.101; H 0.100; H 0.100; H 0.103; H 0.102; H 0.100; H 0.101; H 0.084; H 0.104; H 0.100; H 0.099; H 0.101; H 0.100

Record 2
A 12-piece molecular cluster, C28H44Cl12O28S4 overall in a non-equilibrium geometry. Source: the OMol25 dataset; level of theory: wB97M-V/def2-TZVPD.

Results
Strongest force on any atom in eV/Å: 5.95

```
116
C28H44Cl12O28S4, DFT wB97M-V/def2-TZVPD
C 8.09996 -14.32371 0.86394
C 8.77960 -15.21657 1.90980
C 10.23050 -15.51543 1.75141
O 10.72076 -15.46731 3.07593
C 9.87908 -14.88481 3.84364
O 10.05533 -14.61721 5.01152
O 8.72181 -14.57401 3.18871
H 7.06158 -14.21574 1.17733
H 8.10932 -14.77920 -0.12629
H 8.51625 -13.31650 0.88239
H 8.25120 -16.16701 1.98433
H 10.72917 -14.75203 1.15421
H 10.35519 -16.46691 1.23446
C 7.10548 -7.85967 6.34007
C 5.96869 -8.66332 5.71692
C 5.05414 -9.39972 6.62258
O 3.79931 -8.95770 6.35669
C 3.76863 -8.05505 5.33227
O 2.79937 -7.50042 4.82992
O 5.07927 -7.75471 5.02882
H 6.75778 -7.11078 7.05167
H 7.60286 -7.19294 5.63567
H 7.90244 -8.44093 6.80385
H 6.38589 -9.32500 4.95783
H 5.34331 -9.20273 7.65490
H 5.14658 -10.48175 6.52897
C 11.96129 -15.01069 13.48696
C 11.23106 -13.65513 13.70950
C 10.80449 -13.38452 15.21104
O 11.36424 -12.13882 15.54555
C 12.04509 -11.66907 14.56349
O 12.36660 -10.45730 14.47824
O 12.14005 -12.61244 13.53270
H 12.74172 -15.14631 14.23572
H 12.52727 -14.93982 12.55812
H 11.33903 -15.90542 13.46793
H 10.52286 -13.38707 12.92548
H 11.22921 -14.17517 15.82957
H 9.72052 -13.28804 15.14933
C 15.60197 -21.01585 6.00720
C 15.83359 -22.50546 5.64799
C 14.91484 -23.51237 6.41021
O 14.39189 -24.32901 5.38674
C 14.67804 -23.90997 4.16340
O 14.24210 -24.31738 3.07300
O 15.53968 -22.78680 4.28133
H 16.26633 -20.37572 5.42672
H 15.61265 -20.80603 7.07676
H 14.63279 -20.80334 5.55595
H 16.85959 -22.75396 5.91942
H 14.08778 -23.03944 6.93973
H 15.36090 -24.10115 7.21175
O 5.39022 -21.16536 -1.57631
S 5.53417 -22.58726 -1.16186
O 4.65497 -23.09742 -0.08632
O 5.43036 -23.57622 -2.47652
C 6.68900 -23.90876 -2.89387
C 7.64462 -23.84341 -1.70556
O 7.12248 -22.91042 -0.82772
H 6.75328 -24.87824 -3.38791
H 6.84078 -23.19936 -3.70739
H 8.62264 -23.41239 -1.91955
H 7.84648 -24.79146 -1.20702
O 0.18729 -17.88444 4.99019
S 0.73015 -17.05282 3.90856
O 2.13144 -17.19291 3.61252
O -0.24055 -17.27038 2.57441
C -0.74655 -16.13652 1.97726
C -0.28748 -14.92575 2.89316
O 0.27016 -15.43806 4.11237
H -0.41197 -16.03536 0.94482
H -1.83415 -16.20664 1.99421
H -1.22897 -14.39480 3.03380
H 0.46691 -14.34399 2.36349
O 12.94132 -17.89201 -7.05800
S 11.71294 -17.07383 -7.05921
O 10.48311 -17.78131 -7.45715
O 11.52785 -16.18780 -5.67145
C 11.44334 -14.77130 -6.00525
C 11.15241 -14.65990 -7.56529
O 11.99493 -15.71458 -7.94230
H 10.62197 -14.39358 -5.39633
H 12.37168 -14.23084 -5.82035
H 11.42858 -13.71026 -8.02357
H 10.19175 -14.98431 -7.96528
O 11.09035 -7.56693 -1.10593
S 12.06289 -7.62627 -2.16794
O 13.24807 -8.46272 -1.97941
O 11.34109 -8.09696 -3.57848
C 10.71601 -6.95279 -4.19234
C 11.66701 -5.77090 -3.98199
O 12.44737 -6.15271 -2.85479
H 10.57720 -7.15440 -5.25450
H 9.73297 -6.68498 -3.80503
H 11.13150 -4.86462 -3.69916
H 12.28130 -5.54107 -4.85258
Cl 4.14549 -16.63387 -6.32853
C 2.67643 -17.10223 -7.25981
Cl 2.80867 -18.65502 -8.11582
Cl 2.34889 -15.96951 -8.54289
H 1.77387 -17.10482 -6.64867
Cl 15.56100 -10.60358 6.87247
C 16.59381 -12.04892 7.09090
Cl 18.18675 -11.65894 7.91570
Cl 16.77443 -12.80037 5.46527
H 16.10286 -12.74561 7.77038
Cl 15.96113 -19.51133 -1.56352
C 17.51180 -18.77748 -1.91936
Cl 18.19715 -18.32378 -0.42887
Cl 17.41992 -17.34944 -3.01498
H 18.13974 -19.56248 -2.34076
Cl 7.25828 -23.00448 8.05812
C 6.99381 -21.48885 7.19858
Cl 8.10742 -21.36157 5.75746
Cl 7.23163 -20.13256 8.38199
H 5.96720 -21.50585 6.83269
```

Results of the Löwdin charge analysis, in e, for atoms 1 through 99: C -0.013; C -0.335; C -0.094; O 0.120; C -0.596; O 0.136; O 0.085; H 0.084; H 0.087; H 0.089; H 0.154; H 0.140; H 0.143; C -0.024; C -0.310; C -0.168; O 0.080; C -0.467; O 0.132; O 0.068; H 0.088; H 0.083; H 0.089; H 0.151; H 0.137; H 0.141; C -0.019; C -0.307; C -0.064; O 0.096; C -0.505; O 0.095; O 0.038; H 0.082; H 0.081; H 0.082; H 0.153; H 0.133; H 0.135; C -0.020; C -0.314; C -0.089; O 0.072; C -0.461; O 0.112; O 0.049; H 0.081; H 0.087; H 0.086; H 0.140; H 0.128; H 0.131; O -0.267; S 0.774; O -0.259; O -0.179; C -0.225; C -0.196; O -0.188; H 0.136; H 0.134; H 0.137; H 0.133; O -0.253; S 0.748; O -0.236; O -0.203; C -0.198; C -0.156; O -0.199; H 0.127; H 0.124; H 0.124; H 0.123; O -0.255; S 0.743; O -0.258; O -0.210; C -0.130; C -0.161; O -0.237; H 0.124; H 0.127; H 0.133; H 0.123; O -0.234; S 0.729; O -0.242; O -0.206; C -0.176; C -0.172; O -0.211; H 0.129; H 0.126; H 0.128; H 0.129; Cl 0.500; C -1.528; Cl 0.499

Record 3
A 7-piece molecular cluster, C43H44BrS overall in a non-equilibrium geometry. Source: the OMol25 dataset; level of theory: wB97M-V/def2-TZVPD.

Results
Strongest force on any atom in eV/Å: 2.44
Net charge: +1

```
89
C43H44BrS, DFT wB97M-V/def2-TZVPD
C 0.75758 -0.18020 3.64713
S 0.90633 -0.79548 1.90007
Br -1.06671 -0.51912 0.94639
C 2.13743 0.35034 1.16793
C 3.51278 -0.10346 1.04165
C 4.46595 0.84127 0.49995
C 3.98733 2.15225 0.11494
C 2.61795 2.60204 0.24371
C 1.65281 1.66534 0.78673
H -0.19809 -0.49606 4.12460
H 1.64577 -0.62597 4.17471
H 0.89827 0.93049 3.64386
H 3.76943 -1.13795 1.36006
H 5.52493 0.50932 0.42563
H 4.72781 2.86597 -0.30263
H 2.25443 3.61813 -0.02203
H 0.57069 1.90372 0.92217
C -5.63084 -1.30420 4.32189
C -5.41310 -2.55188 4.89479
C -4.21638 -3.22120 4.67279
C -3.23223 -2.63901 3.88480
C -3.44802 -1.38981 3.31452
C -4.64889 -0.72338 3.52954
H -6.56631 -0.78518 4.49281
H -6.17861 -3.00371 5.51431
H -4.05053 -4.19693 5.11410
H -2.29620 -3.16048 3.71445
H -2.67779 -0.93832 2.69974
H -4.81925 0.24813 3.07992
C -1.94246 -5.51278 0.14659
C -2.74768 -4.55751 0.75433
C -4.10045 -4.80831 0.94890
C -4.64649 -6.01986 0.54387
C -3.84057 -6.97713 -0.06074
C -2.48982 -6.72241 -0.26335
H -0.88762 -5.31526 -0.00808
H -2.32099 -3.61383 1.07702
H -4.72919 -4.05907 1.41768
H -5.70069 -6.21814 0.69975
H -4.26632 -7.92271 -0.37512
H -1.86328 -7.46700 -0.73965
C -7.60650 -5.08571 3.37283
C -8.52196 -4.73670 2.38770
C -9.88482 -4.80556 2.64927
C -10.33202 -5.21449 3.89976
C -9.41639 -5.56002 4.88612
C -8.05376 -5.49981 4.62173
H -6.54275 -5.03502 3.16735
H -8.17285 -4.41118 1.41410
H -10.59886 -4.53968 1.87883
H -11.39474 -5.26373 4.10532
H -9.76551 -5.87748 5.86182
H -7.33971 -5.77474 5.38974
C -1.60106 -1.43270 -3.55385
C -2.02968 -1.42417 -4.87483
C -3.21870 -0.79142 -5.21593
C -3.97486 -0.15854 -4.23687
C -3.54460 -0.16383 -2.91636
C -2.36014 -0.80441 -2.57462
H -0.67507 -1.92943 -3.28729
H -1.43694 -1.91196 -5.63958
H -3.55605 -0.79068 -6.24538
H -4.89963 0.33878 -4.50380
H -4.13393 0.33125 -2.15275
H -2.02661 -0.81346 -1.54300
C 5.37003 5.81484 -3.21424
C 6.27453 6.85924 -3.35624
C 6.48774 7.74291 -2.30510
C 5.80306 7.57648 -1.10761
C 4.90089 6.52975 -0.96376
C 4.68116 5.65156 -2.01824
H 5.20158 5.12778 -4.03541
H 6.81390 6.98551 -4.28744
H 7.18879 8.56121 -2.41910
H 5.97293 8.26283 -0.28651
H 4.36773 6.39916 -0.02840
H 3.97246 4.83758 -1.90799
C 10.34610 6.63767 -2.99586
C 11.56279 6.86035 -3.62870
C 11.93574 6.07704 -4.71404
C 11.08726 5.07677 -5.17283
C 9.86887 4.85650 -4.54220
C 9.49991 5.63393 -3.45114
H 10.05672 7.24674 -2.14698
H 12.22167 7.64488 -3.27516
H 12.88753 6.24662 -5.20328
H 11.37606 4.46905 -6.02232
H 9.20621 4.07712 -4.90135
H 8.55254 5.45858 -2.95616
```

Calculated atomic charges, method Löwdin, unit e: C -0.250; S 0.713; Br 0.604; C -0.460; C -0.057; C -0.032; C -0.035; C -0.032; C -0.085; H 0.068; H 0.083; H 0.077; H 0.118; H 0.123; H 0.108; H 0.118; H 0.091; C -0.076; C -0.084; C -0.088; C -0.112; C -0.144; C -0.089; H 0.108; H 0.104; H 0.109; H 0.097; H -0.042; H 0.102; C -0.099; C -0.108; C -0.094; C -0.086; C -0.084; C -0.091; H 0.096; H 0.066; H 0.095; H 0.099; H 0.106; H 0.103; C -0.108; C -0.097; C -0.093; C -0.092; C -0.093; C -0.103; H 0.083; H 0.098; H 0.102; H 0.103; H 0.102; H 0.100; C -0.096; C -0.089; C -0.085; C -0.088; C -0.095; C -0.117; H 0.099; H 0.104; H 0.106; H 0.105; H 0.100; H 0.003; C -0.093; C -0.107; C -0.088; C -0.089; C -0.104; C -0.112; H 0.103; H 0.108; H 0.107; H 0.104; H 0.095; H 0.081; C -0.096; C -0.094; C -0.094; C -0.095; C -0.097; C -0.108; H 0.099; H 0.102; H 0.102; H 0.101; H 0.099; H 0.084

| no. | total energy (Ha) |
| --- | --- |
| 1 | -1845.08674 |
| 2 | -10314.83045 |
| 3 | -4636.80364 |